The following is a quantum chemistry calculation of a structure of composition C4H11FN3O2P3, from OMol25.

```
24
Properties=species:S:1:pos:R:3:forces:R:3:lowdin_charge:R:1
C 1.321 2.089 0.673 -1.084 2.535 -0.337 -0.0953
C -1.020 -2.673 1.113 -2.234 0.491 -0.903 -0.0844
C 1.965 1.951 -0.738 0.233 1.518 2.678 -0.2912
C -1.769 -2.734 -0.255 -4.053 0.328 2.722 -0.2900
N 0.025 1.479 -3.923 -1.195 -0.894 2.499 -0.2106
N -1.772 0.632 0.520 1.581 -0.972 0.330 -0.1426
N -1.947 0.677 -2.158 0.005 -0.684 -0.196 -0.3222
O 2.106 0.538 -0.957 0.142 0.709 -0.753 -0.4786
O -1.739 -1.658 -1.178 0.967 1.211 0.269 -0.3504
F -3.786 -0.318 -0.791 1.032 -0.160 0.203 -0.1702
P -0.469 0.833 -2.541 0.429 1.199 -3.053 0.5142
P 0.890 -0.389 -1.309 -1.253 -0.537 1.009 0.9856
P -2.188 -0.169 -0.727 -1.309 0.931 -1.487 0.2159
H 1.525 3.052 1.168 0.189 0.181 -0.772 0.0826
H 0.196 2.016 0.822 1.436 -0.568 -0.932 0.0586
H 1.832 1.470 1.310 0.960 -2.126 1.638 0.0358
H -0.057 -3.098 0.986 1.444 0.646 -0.003 0.0482
H -1.222 -1.636 1.397 1.159 -0.171 0.802 0.0345
H -1.475 -3.365 1.844 -0.345 0.435 -0.478 0.0818
H 2.930 2.510 -0.870 -0.523 -1.212 0.467 0.1390
H 1.304 2.491 -1.354 -1.010 -0.170 -1.762 0.0574
H -2.941 -2.834 -0.064 2.432 -0.432 -0.163 0.1554
H -1.386 -3.543 -0.742 0.505 -2.245 -1.785 0.0707
H 1.027 1.511 -4.010 0.491 -0.013 0.006 -0.0442
```
Positions in Å, forces in eV/Å.

Properties
* gap between HOMO and LUMO (spin up / spin down): 5.72 / 5.66 eV
* charge: 0
* relative energy (zero: lowest compared OMol25 entry of this formula, charge and spin): 2.9793 eV
* electronic energy: -1597.55456 Eh

The following is a quantum chemistry calculation of a structure of composition C4H11FeN5O13, from OMol25.

```
34
Properties=species:S:1:pos:R:3:forces:R:3:lowdin_spin:R:1
Fe 0.656 -0.129 -0.360 1.520 -1.714 -1.324 3.7563
N 0.738 -3.421 -0.739 -0.215 0.152 0.060 0.0053
O 1.441 -3.811 -1.661 0.130 0.062 0.020 0.0041
O 0.290 -4.192 0.120 -0.058 -0.005 0.007 0.0055
O 0.395 -2.188 -0.674 -0.154 -0.227 0.026 0.0316
N 3.653 -0.127 -1.762 -0.045 -0.102 -0.314 0.0045
O 3.540 -0.940 -2.674 -0.001 0.163 0.245 0.0024
O 4.743 0.411 -1.492 -0.190 -0.026 0.036 0.0059
O 2.633 0.213 -1.075 0.210 0.430 0.328 0.0234
N -0.447 0.018 -3.402 0.114 0.088 0.273 0.0064
O -0.010 -1.021 -3.858 -0.074 -0.003 0.001 0.0026
O -1.183 0.783 -4.047 -0.053 0.007 -0.040 0.0050
O -0.153 0.371 -2.201 -0.383 0.448 -0.055 0.0426
N 1.834 -1.064 2.732 -0.227 0.164 0.524 0.0047
O 1.612 -0.575 1.588 -0.036 0.372 -0.190 0.0269
O 2.335 -0.318 3.602 -0.042 -0.046 -0.174 0.0037
O 1.527 -2.224 2.985 0.053 -0.038 -0.083 0.0019
C -1.779 2.697 0.548 -1.105 -0.655 0.024 0.0002
C -0.786 1.865 1.347 0.162 0.735 -0.317 0.0018
C -1.349 0.475 1.580 0.219 -0.840 -0.117 0.0005
O -1.283 -0.256 0.350 -0.702 0.755 0.722 0.0289
C -2.471 -0.925 -0.009 0.227 -0.697 -0.395 0.0045
N 0.499 1.814 0.575 -0.129 0.616 1.122 0.0252
H -1.468 3.716 0.334 0.228 -0.015 -0.095 0.0001
H -2.760 2.742 1.044 0.301 0.166 0.294 0.0000
H -2.027 2.149 -0.368 0.473 0.301 -0.251 -0.0001
H -0.592 2.311 2.327 -0.138 0.048 0.022 0.0008
H -2.386 0.518 1.921 -0.034 0.209 -0.004 0.0002
H -0.779 -0.096 2.318 0.092 0.176 0.025 -0.0002
H -3.300 -0.215 -0.055 -0.099 -0.063 0.102 0.0010
H -2.659 -1.766 0.666 -0.138 0.231 0.209 0.0006
H -2.320 -1.380 -0.987 0.170 0.251 -0.057 0.0001
H 1.251 1.882 1.263 0.163 -0.718 -0.223 0.0016
H 0.606 2.685 0.064 -0.238 -0.223 -0.401 0.0024
```
Positions in Å, forces in eV/Å.

Properties
* 2S+1: 5
* gap between HOMO and LUMO (spin up / spin down): 7.15 / 6.79 eV
* charge: -2
* relative energy (zero: lowest compared OMol25 entry of this formula, charge and spin): 0.0000 eV
* electronic energy: -2674.27048 Eh
* <S²>: 6.01

The following is a quantum chemistry calculation of the ion C4H11IN3 with charge +1, from OMol25.

```
19
Properties=species:S:1:pos:R:3:forces:R:3:lowdin_charge:R:1
C -0.767 -0.316 -1.391 -0.916 -0.443 -2.731 -0.1953
C 0.601 -0.937 -0.966 -1.493 4.625 0.744 -0.3412
C -1.159 0.652 -0.302 -1.261 -3.576 1.154 -0.6028
C 0.392 0.843 1.870 0.770 2.906 -1.153 0.0198
N 0.317 -1.047 0.462 2.963 0.199 0.066 0.0356
N 1.706 -0.058 -1.286 -4.367 2.198 -0.180 0.1009
N -0.389 0.004 1.021 -2.106 0.024 -2.966 -0.1339
I -3.301 0.687 0.019 0.748 0.102 0.129 0.9458
H -0.635 0.369 -2.346 -0.520 -1.841 1.559 0.1673
H -1.583 -1.209 -1.538 2.027 2.428 0.203 0.1527
H 0.757 -1.870 -1.369 0.349 -2.175 -0.758 0.1323
H -0.868 1.606 -0.459 1.190 3.041 -0.107 0.0340
H 1.135 0.286 2.290 1.903 -1.849 1.126 0.0783
H 0.929 1.534 1.191 -0.380 0.111 0.688 0.1164
H -0.097 1.342 2.688 -0.867 0.297 -0.221 0.1186
H 0.039 -1.931 0.702 -1.273 -2.306 1.221 0.1191
H 2.510 -0.537 -1.174 3.615 -1.032 0.693 0.0386
H 1.610 0.916 -0.888 0.729 -1.888 -0.668 0.1127
H -1.195 -0.334 1.475 -1.110 -0.822 1.198 0.1009
```
Positions in Å, forces in eV/Å.

Properties
* structure (SMILES): C[N@@H+]1N[C@H](N)C[C@H]1I
* gap between HOMO and LUMO: 9.76 eV
* charge: +1
* relative energy (zero: lowest compared OMol25 entry of this formula, charge and spin): 2.5103 eV
* electronic energy: -620.62528 Eh

The following is a quantum chemistry calculation of a structure of composition C4H11InNO9PS, from OMol25.

```
28
Properties=species:S:1:pos:R:3:forces:R:3:lowdin_charge:R:1
In -12.788 21.058 -2.592 -1.124 0.081 -2.376 1.0203
P -12.173 19.649 -5.831 -0.028 0.963 -0.230 -0.0011
O -12.936 19.853 -7.177 1.834 -0.380 2.405 -0.3035
O -11.401 20.948 -5.267 -1.011 -1.745 -0.983 -0.3334
O -11.104 18.512 -5.765 -0.595 1.093 -0.371 -0.2823
O -13.126 19.207 -4.688 -0.045 0.179 -0.083 -0.3438
S -15.015 22.707 -4.966 0.732 -0.355 -1.096 0.1194
O -15.762 23.950 -4.723 -0.052 -0.090 -0.003 -0.4238
O -13.568 22.858 -4.720 3.100 1.742 0.359 -0.4589
O -15.270 21.658 -3.997 -2.209 -2.125 2.677 -0.4782
O -15.157 22.170 -6.316 -0.770 0.495 -0.600 -0.3643
C -9.494 24.325 -0.376 0.136 -1.292 0.898 -0.0645
C -10.334 23.031 -0.754 3.011 0.209 1.319 -0.4715
C -11.017 22.431 0.498 0.035 -1.193 -0.241 -0.1445
O -11.797 21.211 0.228 1.329 1.207 0.372 -0.3321
C -11.937 20.333 1.314 -0.517 -1.073 -0.042 -0.1458
N -11.250 23.449 -1.688 -2.437 1.664 -1.484 -0.0027
H -10.131 25.010 0.184 0.000 0.099 0.189 0.0702
H -9.122 24.862 -1.249 -0.191 -0.313 -0.223 0.0755
H -8.625 24.047 0.220 0.099 0.213 0.286 0.0624
H -9.615 22.424 -1.304 -0.018 -1.013 0.766 0.1448
H -11.667 23.178 0.955 -0.278 0.235 -0.180 0.1245
H -10.268 22.200 1.255 0.254 -0.139 0.024 0.1099
H -12.864 20.454 1.874 0.033 0.831 0.401 0.0811
H -11.079 20.203 1.974 0.261 0.741 0.142 0.0785
H -12.088 19.308 0.974 0.145 -0.016 -0.857 0.0817
H -11.429 24.360 -1.291 -1.695 0.501 -0.462 0.0796
H -10.786 23.739 -2.537 0.002 -0.518 -0.607 0.1028
```
Positions in Å, forces in eV/Å.

Properties
* gap between HOMO and LUMO: 3.73 eV
* charge: -2
* relative energy (zero: lowest compared OMol25 entry of this formula, charge and spin): 3.4209 eV
* electronic energy: -1820.49078 Eh

The following is a quantum chemistry calculation of a cluster of 2 separate species, C4H11N2 in total, from OMol25.

```
17
Properties=species:S:1:pos:R:3:forces:R:3:lowdin_charge:R:1
C 1.727 -2.181 0.018 -0.410 1.251 -1.330 0.1159
N 0.688 -1.664 -0.547 0.191 -1.138 1.140 0.1343
H 2.331 -1.456 0.559 -0.111 -0.417 0.552 0.1015
H 2.130 -3.180 -0.153 -0.389 0.121 -0.121 0.1160
H 0.099 -2.237 -1.173 0.410 0.270 0.498 0.1484
H 0.261 -0.690 -0.040 0.261 0.168 -0.593 0.0968
C -2.619 0.546 0.089 1.100 -0.937 1.127 0.0411
C -1.374 0.876 -0.272 -1.098 -0.129 -0.686 -0.2190
N -0.168 0.652 0.469 -1.114 -0.204 1.318 -0.1579
C 0.931 1.542 0.157 2.191 0.057 -0.365 -0.0974
H -2.805 0.063 1.074 0.084 0.589 -0.667 0.0793
H -3.455 0.551 -0.589 0.038 0.396 -0.159 0.0623
H -1.191 1.236 -1.281 0.074 0.114 0.107 0.1143
H -0.381 0.699 1.489 0.235 -0.277 -0.971 0.1661
H 1.868 1.069 0.579 -0.870 0.599 -0.537 0.0949
H 1.055 1.609 -0.949 -0.097 -0.045 0.814 0.1035
H 0.904 2.564 0.568 -0.494 -0.418 -0.126 0.1000
```
Positions in Å, forces in eV/Å.

Properties
* gap between HOMO and LUMO: 8.47 eV
* charge: +1
* relative energy (zero: lowest compared OMol25 entry of this formula, charge and spin): 2.5605 eV
* electronic energy: -268.21080 Eh

The following is a quantum chemistry calculation of the ion C4H11N2 with charge +1, from OMol25.

```
17
Properties=species:S:1:pos:R:3:forces:R:3:lowdin_charge:R:1
C -2.172 -0.935 -0.052 1.527 -1.037 -0.252 0.0244
C -1.822 0.321 -0.021 4.581 -0.936 0.278 -0.0258
C 1.830 -0.851 -0.627 0.788 -0.484 1.215 0.0178
C -0.150 0.733 -0.118 -3.555 -0.003 1.811 -0.2372
N 0.148 1.887 0.619 0.282 -1.837 -2.121 0.1010
N 0.747 -0.482 0.385 3.115 3.442 -0.910 0.0653
H -3.147 -1.358 0.075 -0.382 0.077 -0.167 0.0784
H -1.331 -1.627 -0.239 -0.939 -0.270 0.169 0.0630
H -2.490 1.086 0.061 -1.393 2.351 0.319 0.0685
H 2.824 -1.099 -0.197 -0.969 -0.085 0.553 0.1154
H 1.472 -1.720 -1.113 -0.194 -0.582 -0.973 0.0882
H 2.100 -0.047 -1.269 -0.611 0.733 -0.676 0.0886
H -0.036 0.841 -1.157 0.943 -0.001 -1.239 0.1236
H -0.333 2.109 1.403 -1.959 0.437 2.661 0.0606
H 0.884 2.504 0.456 1.299 0.738 -0.926 0.0871
H 0.205 -1.261 0.577 -1.235 -1.887 0.948 0.0883
H 1.273 -0.101 1.217 -1.299 -0.656 -0.690 0.1928
```
Positions in Å, forces in eV/Å.

Properties
* structure (SMILES): C=C[C@@H](N)[NH2+]C
* gap between HOMO and LUMO: 11.52 eV
* charge: +1
* relative energy (zero: lowest compared OMol25 entry of this formula, charge and spin): 2.8712 eV
* electronic energy: -268.19938 Eh

Repeat the third record exactly.
The following is a quantum chemistry calculation of the ion C4H11IN3 with charge +1, from OMol25.

```
19
Properties=species:S:1:pos:R:3:forces:R:3:lowdin_charge:R:1
C -0.767 -0.316 -1.391 -0.916 -0.443 -2.731 -0.1953
C 0.601 -0.937 -0.966 -1.493 4.625 0.744 -0.3412
C -1.159 0.652 -0.302 -1.261 -3.576 1.154 -0.6028
C 0.392 0.843 1.870 0.770 2.906 -1.153 0.0198
N 0.317 -1.047 0.462 2.963 0.199 0.066 0.0356
N 1.706 -0.058 -1.286 -4.367 2.198 -0.180 0.1009
N -0.389 0.004 1.021 -2.106 0.024 -2.966 -0.1339
I -3.301 0.687 0.019 0.748 0.102 0.129 0.9458
H -0.635 0.369 -2.346 -0.520 -1.841 1.559 0.1673
H -1.583 -1.209 -1.538 2.027 2.428 0.203 0.1527
H 0.757 -1.870 -1.369 0.349 -2.175 -0.758 0.1323
H -0.868 1.606 -0.459 1.190 3.041 -0.107 0.0340
H 1.135 0.286 2.290 1.903 -1.849 1.126 0.0783
H 0.929 1.534 1.191 -0.380 0.111 0.688 0.1164
H -0.097 1.342 2.688 -0.867 0.297 -0.221 0.1186
H 0.039 -1.931 0.702 -1.273 -2.306 1.221 0.1191
H 2.510 -0.537 -1.174 3.615 -1.032 0.693 0.0386
H 1.610 0.916 -0.888 0.729 -1.888 -0.668 0.1127
H -1.195 -0.334 1.475 -1.110 -0.822 1.198 0.1009
```
Positions in Å, forces in eV/Å.

Properties
* structure (SMILES): C[N@@H+]1N[C@H](N)C[C@H]1I
* gap between HOMO and LUMO: 9.76 eV
* charge: +1
* relative energy (zero: lowest compared OMol25 entry of this formula, charge and spin): 2.5103 eV
* electronic energy: -620.62528 Eh

Q: What is the electronic energy in the third record?
A: -620.62528 Eh

Q: Look up the electronic energy of the first one.
A: -1597.55456 Eh